16
Properties=species:S:1:pos:R:3 method="wB97M-V/def2-TZVPD" gap_ev="7.782 / 6.482" charge=+1 lumo_energy_ev="-4.9 / -5.8" e_homo_ev="-12.7269 / -12.2978" relative_energy_ev=5.6283 largest_force_ha_per_bohr=0.098
C -0.2521 0.9008 0.4878
C 0.8374 1.2538 -0.3344
C 1.7590 -0.9450 0.2583
N -2.5057 0.6047 0.0971
N -2.6206 -0.6273 -0.2696
N 1.8538 0.3717 -0.3956
H -0.7551 1.7396 0.9436
H -0.3447 -0.0023 1.0373
H 1.0485 2.1355 -0.7971
H 0.8917 -1.5940 -0.0914
H 2.7468 -1.3310 -0.0010
H 1.4922 -1.0006 1.3960
H -2.3613 -1.3102 0.4730
H -2.6430 -1.0042 -1.2691
H 2.8045 0.7145 -0.5002
H -2.6795 1.3578 -0.6176